#A
Molecular formula: H18O9
Method: DFT, ωB97M-V/def2-TZVPD

## Properties
SMILES = O.O.O.O.O.O.O.O.O
HOMO-LUMO gap = 10.668 eV
Highest occupied orbital energy = -10.66 eV

Each line ends with the natural charge from an NBO analysis.
Element x y z (Å)
O: -2.553 16.542 -3.123  -0.93
H: -2.987 17.317 -2.898  0.47
H: -2.970 15.963 -2.457  0.45
O: -6.012 18.783 -4.299  -0.98
H: -6.900 18.508 -4.069  0.48
H: -5.502 18.906 -3.502  0.50
O: -3.569 18.059 -6.384  -0.96
H: -4.416 18.344 -6.123  0.49
H: -3.129 18.441 -5.622  0.49
O: -0.646 18.412 -7.105  -0.97
H: -1.547 18.333 -7.362  0.49
H: -0.210 17.729 -7.709  0.50
O: -4.124 17.048 -9.526  -0.95
H: -4.063 16.521 -8.713  0.48
H: -5.073 17.123 -9.611  0.46
O: -6.418 16.575 -6.639  -0.94
H: -6.424 17.397 -6.180  0.47
H: -5.862 16.027 -6.063  0.47
O: -1.625 19.014 -4.559  -0.99
H: -1.034 19.551 -4.077  0.48
H: -1.193 18.787 -5.372  0.51
O: -3.626 19.075 -2.440  -0.95
H: -3.265 19.484 -3.170  0.48
H: -2.823 19.194 -1.883  0.48
O: -3.020 15.517 -7.087  -0.97
H: -3.715 14.968 -6.674  0.46
H: -3.315 16.431 -6.843  0.49


#B
Molecular formula: H18O9
Method: DFT, ωB97M-V/def2-TZVPD

## Properties
SMILES = O.O.O.O.O.O.O.O.O
HOMO-LUMO gap = 11.167 eV
Highest occupied orbital energy = -11.22 eV

Each line ends with the natural charge from an NBO analysis.
Element x y z (Å)
O: 1.104 -2.866 -0.953  -0.94
H: 1.706 -2.136 -0.767  0.47
H: 1.288 -3.517 -0.264  0.47
O: -1.574 -1.875 0.332  -0.98
H: -0.803 -2.436 0.531  0.50
H: -1.867 -2.163 -0.541  0.49
O: 2.852 0.727 1.455  -0.97
H: 3.512 0.731 0.752  0.46
H: 2.015 0.465 1.021  0.49
O: -0.800 2.828 -0.896  -0.97
H: -1.107 3.462 -0.234  0.50
H: 0.115 3.077 -1.079  0.48
O: -2.671 1.238 2.492  -0.94
H: -2.799 0.414 2.974  0.47
H: -2.235 0.976 1.672  0.47
O: 0.239 -2.783 2.314  -0.96
H: 1.133 -2.647 2.654  0.48
H: -0.272 -2.041 2.664  0.48
O: 2.253 1.429 -2.477  -0.94
H: 1.926 0.726 -1.897  0.48
H: 2.377 2.188 -1.896  0.46
O: -2.488 1.054 -2.567  -0.95
H: -2.112 0.957 -3.448  0.47
H: -1.776 1.440 -2.033  0.48
O: 0.393 0.249 0.088  -1.01
H: -0.175 0.936 -0.296  0.50
H: -0.232 -0.433 0.399  0.51


Decreasing stability: #B, #A


#A
Molecular formula: H18O9
Method: DFT, ωB97M-V/def2-TZVPD

## Properties
SMILES = O.O.O.O.O.O.O.O.O
HOMO-LUMO gap = 11.406 eV
Highest occupied orbital energy = -11.01 eV

Each line ends with the natural charge from an NBO analysis.
Element x y z (Å)
O: 0.761 -1.038 -0.993  -1.00
H: -0.022 -1.063 -1.550  0.50
H: 0.377 -1.287 -0.162  0.49
O: 2.288 -1.354 2.429  -0.96
H: 1.416 -1.760 2.201  0.51
H: 2.929 -1.916 1.921  0.48
O: 1.909 1.012 1.245  -0.99
H: 2.088 1.030 0.301  0.49
H: 2.144 0.110 1.549  0.50
O: -0.281 -1.956 1.227  -0.99
H: -1.107 -1.489 1.269  0.52
H: -0.456 -2.842 0.906  0.49
O: -2.564 -0.634 0.652  -0.98
H: -2.309 0.247 0.833  0.49
H: -2.619 -0.611 -0.347  0.50
O: -0.647 1.428 1.161  -1.01
H: -0.715 2.105 1.845  0.48
H: 0.260 1.183 1.282  0.51
O: -1.152 1.979 -1.610  -0.98
H: -0.196 1.958 -1.710  0.49
H: -1.183 1.965 -0.589  0.51
O: 1.476 1.430 -1.365  -1.00
H: 1.208 0.496 -1.379  0.51
H: 1.744 1.687 -2.251  0.48
O: -1.720 -0.531 -2.084  -1.04
H: -2.176 -0.590 -2.910  0.49
H: -1.454 0.439 -1.873  0.51


#B
Molecular formula: H18O9
Method: DFT, ωB97M-V/def2-TZVPD

## Properties
SMILES = O.O.O.O.O.O.O.O.O
HOMO-LUMO gap = 10.658 eV
Highest occupied orbital energy = -10.91 eV

Each line ends with the natural charge from an NBO analysis.
Element x y z (Å)
O: 0.828 1.118 -0.605  -0.92
H: 0.457 1.078 -1.510  0.46
H: 0.328 1.711 -0.119  0.46
O: -0.085 1.408 2.029  -0.95
H: 0.682 1.846 1.667  0.49
H: 0.085 1.290 2.987  0.47
O: 0.311 -1.096 -1.429  -0.95
H: -0.519 -1.460 -1.194  0.48
H: 0.264 -0.524 -2.240  0.47
O: -1.222 3.198 4.649  -0.90
H: -0.492 3.447 5.210  0.46
H: -0.711 2.472 4.154  0.44
O: -0.040 -2.698 -4.558  -0.92
H: 0.196 -2.462 -3.692  0.45
H: 0.852 -2.827 -4.953  0.47
O: 3.180 -0.745 -2.517  -0.93
H: 3.950 -0.793 -3.024  0.47
H: 2.455 -1.241 -2.931  0.46
O: 1.502 -3.180 -0.677  -0.93
H: 1.070 -2.483 -0.217  0.47
H: 1.345 -3.021 -1.629  0.46
O: -1.895 2.022 0.208  -0.96
H: -1.931 1.109 -0.105  0.47
H: -1.341 2.074 0.950  0.48
O: -3.058 -0.440 2.960  -0.93
H: -2.400 0.330 3.098  0.46
H: -3.812 -0.134 3.489  0.47


#C
Molecular formula: H18O9
Method: DFT, ωB97M-V/def2-TZVPD

## Properties
SMILES = O.O.O.O.O.O.O.O.O
HOMO-LUMO gap = 10.474 eV
Highest occupied orbital energy = -10.50 eV

Each line ends with the natural charge from an NBO analysis.
Element x y z (Å)
O: -1.546 0.096 -1.314  -0.96
H: -2.162 0.719 -0.900  0.49
H: -1.754 0.125 -2.259  0.51
O: 0.854 0.521 0.005  -0.99
H: 0.403 0.517 0.858  0.50
H: 0.161 0.292 -0.655  0.49
O: 3.580 0.016 0.236  -0.96
H: 3.823 0.559 0.992  0.46
H: 2.765 0.428 -0.114  0.49
O: 0.102 3.461 2.260  -0.97
H: -0.173 2.542 2.438  0.49
H: 1.006 3.512 2.584  0.46
O: -2.501 -2.275 -0.102  -0.98
H: -2.302 -2.951 -0.759  0.49
H: -2.173 -1.439 -0.498  0.49
O: -0.545 0.812 3.024  -1.01
H: -0.719 0.856 3.969  0.48
H: -0.774 -0.106 2.766  0.51
O: 1.565 0.677 -2.853  -0.96
H: 1.801 1.504 -3.287  0.49
H: 1.209 0.936 -1.991  0.49
O: 0.035 -1.758 -3.193  -0.97
H: 0.629 -0.993 -3.087  0.50
H: -0.094 -1.835 -4.143  0.47
O: -1.093 -1.794 2.283  -0.99
H: -1.488 -1.802 1.387  0.50
H: -0.609 -2.623 2.348  0.49


#D
Molecular formula: H18O9
Method: DFT, ωB97M-V/def2-TZVPD

## Properties
SMILES = O.O.O.O.O.O.O.O.O
HOMO-LUMO gap = 11.091 eV
Highest occupied orbital energy = -11.25 eV

Each line ends with the natural charge from an NBO analysis.
Element x y z (Å)
O: -0.587 1.505 0.817  -0.95
H: -0.933 1.917 1.700  0.51
H: 0.228 1.360 0.790  0.46
O: 2.812 -3.692 -0.110  -0.93
H: 3.179 -3.059 -0.706  0.47
H: 1.896 -3.597 -0.216  0.46
O: -1.410 3.475 -1.989  -0.94
H: -1.438 3.044 -1.023  0.47
H: -2.207 3.925 -1.962  0.47
O: 0.208 1.554 -1.745  -0.93
H: -0.104 2.309 -1.209  0.46
H: 0.076 2.017 -2.468  0.47
O: 3.036 2.914 0.803  -0.97
H: 3.174 2.325 0.126  0.49
H: 3.548 2.969 1.550  0.48
O: 1.518 -2.571 3.069  -0.92
H: 1.889 -2.371 2.245  0.47
H: 0.905 -3.230 2.849  0.46
O: -3.255 -2.129 1.344  -0.90
H: -2.572 -1.546 1.166  0.44
H: -3.832 -1.971 0.665  0.46
O: 0.488 -1.751 -1.902  -0.93
H: 0.241 -2.691 -1.832  0.46
H: -0.295 -1.349 -1.330  0.47
O: -2.526 0.494 -0.316  -0.93
H: -2.479 -0.420 0.033  0.42
H: -1.559 0.569 -0.350  0.49


Decreasing stability: #A, #C, #B, #D


#A
Molecular formula: CH3FN2O
Method: DFT, ωB97M-V/def2-TZVPD

## Properties
SMILES = N/C(O)=N\F
HOMO-LUMO gap = 10.331 eV
Highest occupied orbital energy = -9.78 eV

Each line ends with the natural charge from an NBO analysis.
Element x y z (Å)
N: 0.777 0.531 -0.309  -0.82
C: -0.223 -0.211 0.191  0.62
O: 0.007 -1.461 0.718  -0.68
N: -1.463 0.034 0.254  -0.11
F: -1.562 1.467 -0.017  -0.32
H: 0.566 1.436 -0.836  0.43
H: 1.686 0.340 -0.133  0.40
H: 0.211 -2.136 0.131  0.49


#B
Molecular formula: CH3FN2O
Method: DFT, ωB97M-V/def2-TZVPD

## Properties
SMILES = NNC(=O)F
HOMO-LUMO gap = 10.656 eV
Highest occupied orbital energy = -10.15 eV

Each line ends with the natural charge from an NBO analysis.
Element x y z (Å)
N: 1.656 -0.119 0.239  -0.54
N: 0.111 0.169 0.134  -0.61
C: -1.382 -0.072 -0.126  0.97
O: -2.024 -0.978 -0.545  -0.57
F: -2.118 0.903 0.403  -0.32
H: 1.716 -1.142 0.106  0.36
H: 1.966 0.162 -0.704  0.35
H: 0.075 1.077 0.492  0.37


Decreasing stability: #A, #B


#A
Molecular formula: C3H3FN2
Method: DFT, ωB97M-V/def2-TZVPD

## Properties
HOMO-LUMO gap (alpha / beta) = 8.385 / 8.126 eV
Highest occupied orbital energy (alpha / beta) = -8.87 / -8.50 eV

Each line ends with the natural charge from an NBO analysis.
Element x y z (Å)
C: -0.269 0.902 -0.525  -0.48
C: -0.431 -0.496 -0.924  -0.01
C: 0.189 1.167 0.708  0.50
N: 0.049 -1.418 -0.143  -0.15
N: 0.337 -1.247 1.105  -0.38
F: 0.079 2.243 1.423  -0.30
H: -0.344 1.494 -1.339  0.24
H: -0.743 -0.927 -1.850  0.22
H: 1.133 -1.718 1.546  0.37


#B
Molecular formula: C3H3FN2
Method: DFT, ωB97M-V/def2-TZVPD

## Properties
HOMO-LUMO gap = 8.203 eV
Highest occupied orbital energy = -7.41 eV

Each line ends with the natural charge from an NBO analysis.
Element x y z (Å)
C: 0.785 -1.110 0.017  -0.16
C: 0.657 1.205 0.015  0.00
C: 2.472 -0.016 0.208  0.57
N: 1.984 1.139 -0.013  -0.47
N: 0.011 -0.050 -0.075  -0.49
F: 3.621 -0.619 -0.039  -0.30
H: 0.508 -2.144 -0.180  0.22
H: 0.346 2.184 -0.304  0.21
H: -0.954 -0.250 -0.268  0.43


Decreasing stability: #B, #A


#A
Molecular formula: C4H9NO
Method: DFT, ωB97M-V/def2-TZVPD

## Properties
SMILES = CC[C@@H](N)C=O
HOMO-LUMO gap = 10.639 eV
Highest occupied orbital energy = -9.70 eV

Each line ends with the natural charge from an NBO analysis.
Element x y z (Å)
C: 1.322 -1.332 0.107  -0.61
C: 0.725 -0.138 -0.588  -0.41
C: -0.662 0.201 -0.070  -0.16
N: -0.584 0.660 1.330  -0.82
C: -1.229 1.401 -0.813  0.46
O: -2.393 1.671 -0.862  -0.51
H: 0.595 -2.136 0.172  0.20
H: 1.622 -1.126 1.137  0.21
H: 2.210 -1.741 -0.360  0.22
H: 0.635 -0.326 -1.667  0.21
H: 1.337 0.764 -0.469  0.21
H: -1.321 -0.654 -0.178  0.18
H: -1.532 0.848 1.638  0.36
H: -0.273 -0.108 1.913  0.36
H: -0.453 2.016 -1.289  0.10


#B
Molecular formula: C4H9NO
Method: DFT, ωB97M-V/def2-TZVPD

## Properties
HOMO-LUMO gap = 7.811 eV
Highest occupied orbital energy = -7.73 eV

Each line ends with the natural charge from an NBO analysis.
Element x y z (Å)
C: -1.800 0.748 0.172  0.27
C: -1.206 1.067 -1.020  -0.35
C: 0.570 -0.554 -0.970  0.06
C: 1.246 -0.819 1.337  -1.02
N: 0.099 0.627 -1.306  -0.45
O: -1.266 0.131 1.160  -0.72
H: 0.061 -0.340 1.147  0.37
H: 0.747 1.303 -1.694  0.40
H: -2.841 1.078 0.294  0.14
H: -1.699 1.651 -1.781  0.21
H: 1.591 -0.790 -1.220  0.21
H: -0.141 -1.333 -0.751  0.23
H: 1.530 -1.834 1.064  0.20
H: 1.047 -0.814 2.414  0.24
H: 2.063 -0.123 1.154  0.20


Decreasing stability: #A, #B